# 1
Formula: C22H16BrIN3OSTa
Source: the Open Molecules 2025 dataset
Level of theory: ωB97M-V/def2-TZVPD

The total energy is -4413.69310 a.u. As for the spin multiplicity: 1. The energy relative to the best compared isomer or geometry (same formula, charge and spin) is 2.924 eV. Its net charge is +2.

Atoms and positions in Å:
1 Ta 0.1944 -0.1161 -0.6180
2 N 0.0143 4.3070 -0.7860
3 C -0.3438 3.0388 -0.6833
4 S 0.1448 1.9775 -2.0372
5 N -1.0648 2.6224 0.3116
6 N -1.4364 1.3561 0.3563
7 C -2.6340 1.0231 0.7509
8 C -3.2312 -0.2529 0.5479
9 C -4.5468 -0.5062 0.9811
10 C -5.1829 -1.6845 0.6622
11 C -4.5212 -2.6693 -0.0724
12 C -3.2372 -2.4530 -0.5319
13 C -2.5878 -1.2493 -0.2539
14 O -1.3945 -0.9644 -0.7213
15 H 0.4585 4.6420 -1.6271
16 H -0.2463 4.9710 -0.0699
17 H -3.2660 1.8161 1.1541
18 H -5.0567 0.2404 1.5718
19 H -6.2010 -1.8499 0.9751
20 H -5.0110 -3.6041 -0.2985
21 H -2.7186 -3.1973 -1.1193
22 Br 0.8997 -6.3987 -1.5487
23 C 1.9699 -6.0305 -0.0333
24 C 2.7996 -7.0201 0.4797
25 C 3.5792 -6.7605 1.5942
26 C 3.5536 -5.5073 2.1865
27 C 2.7286 -4.5123 1.6845
28 C 1.9331 -4.7851 0.5877
29 I 0.5108 -3.2868 -0.1010
30 H 2.8128 -7.9893 0.0040
31 H 4.2033 -7.5360 2.0080
32 H 4.1641 -5.3014 3.0513
33 H 2.6982 -3.5404 2.1526
34 C 2.0741 0.2381 0.1910
35 C 3.2971 0.2257 0.2839
36 C 4.6989 0.1813 0.2514
37 C 5.4634 0.0956 1.4248
38 C 6.8359 -0.0154 1.3326
39 C 7.4557 -0.0377 0.0890
40 C 6.7038 0.0491 -1.0773
41 C 5.3325 0.1663 -1.0040
42 H 4.9704 0.1282 2.3844
43 H 7.4338 -0.0843 2.2288
44 H 8.5296 -0.1092 0.0269
45 H 7.1961 0.0254 -2.0375
46 H 4.7338 0.2495 -1.8996

Cartesian forces (eV/Å) of the 2 atoms listed first:
1.4509 4.5798 -0.0799
0.3282 0.3983 -0.1815

# 2
Formula: C22H16Cl3MgN4O5S2
Source: the Open Molecules 2025 dataset
Level of theory: ωB97M-V/def2-TZVPD

The total energy is -3820.37525 a.u. As for the spin multiplicity: 1. The energy relative to the best compared isomer or geometry (same formula, charge and spin) is 1.680 eV. Its net charge is -1.

Atoms and positions in Å:
1 Mg 1.0028 -0.2014 -0.5736
2 S 4.1889 -0.7777 -0.2832
3 C 3.9997 0.8167 -1.0619
4 S 2.5558 1.3287 -1.7596
5 C 5.1544 1.5786 -1.0789
6 C 6.3594 1.1400 -0.5195
7 N 7.3676 0.8213 -0.0623
8 C 5.2160 2.8446 -1.6736
9 N 5.3293 3.8809 -2.1618
10 O 1.6986 -0.5635 1.4885
11 C 1.4528 -1.7897 2.1461
12 C 0.0897 -1.7516 2.8284
13 C -1.0246 -1.2491 1.8984
14 C -1.1864 -2.0693 0.6568
15 C -2.2230 -2.9957 0.5337
16 C -2.3373 -3.7348 -0.6300
17 C -1.4102 -3.5303 -1.6400
18 C -0.4245 -2.5780 -1.4431
19 N -0.3168 -1.8761 -0.3267
20 H 2.6511 -0.5074 1.3091
21 H 2.2303 -1.9738 2.8975
22 H 1.4730 -2.6159 1.4293
23 H 0.1347 -1.0783 3.6862
24 H -0.1353 -2.7558 3.1946
25 H -0.7799 -0.2281 1.6041
26 H -1.9615 -1.2500 2.4592
27 H -2.9327 -3.1304 1.3383
28 H -3.1339 -4.4565 -0.7509
29 H -1.4531 -4.0922 -2.5601
30 H 0.3153 -2.3619 -2.1990
31 Cl 2.0537 -4.9774 0.4284
32 C 3.1298 -3.8454 -0.3793
33 Cl 4.5414 -3.4795 1.1042
34 Cl 4.0363 -4.6750 -1.6288
35 C 2.4696 -2.7210 -0.8978
36 N 2.7486 -1.5088 -0.9480
37 O -0.6408 0.4456 -1.6897
38 C -0.7566 1.2768 -0.7743
39 O 0.0369 1.3373 0.1891
40 C -1.9307 2.2051 -0.7348
41 C -3.1059 1.8776 -1.3933
42 C -4.2460 2.6659 -1.2703
43 C -4.1448 3.7847 -0.4790
44 O -5.1094 4.7174 -0.1836
45 C -4.4505 5.7172 0.5648
46 O -3.1385 5.3011 0.8602
47 C -2.9533 4.1327 0.1609
48 C -1.8330 3.3517 0.0600
49 H -3.1177 0.9918 -2.0082
50 H -5.1690 2.4167 -1.7668
51 H -4.9976 5.9004 1.5011
52 H -4.4130 6.6539 -0.0218
53 H -0.9103 3.5900 0.5606

Cartesian forces (eV/Å) of the 2 atoms listed first:
0.8508 -0.4281 -0.0417
0.6974 0.2461 0.0766

# 3
Formula: C22H16F5N2O5Pt
Source: the Open Molecules 2025 dataset
Level of theory: ωB97M-V/def2-TZVPD

The total energy is -1952.25686 a.u. As for the spin multiplicity: 1. The energy relative to the best compared isomer or geometry (same formula, charge and spin) is 0.116 eV. Its net charge is -1.

Atoms and positions in Å:
1 Pt -0.0067 0.2534 0.4593
2 O -1.5959 -0.8246 -0.2756
3 C -2.5730 -0.2712 -0.7981
4 C -2.6230 0.9317 -1.5707
5 C -3.8682 1.1931 -2.1648
6 C -4.0501 2.2832 -2.9692
7 C -2.9907 3.1869 -3.2074
8 C -1.7814 2.9751 -2.6323
9 C -1.5088 1.8370 -1.7848
10 O -0.3687 1.7153 -1.2744
11 N -5.3413 2.5150 -3.5838
12 O -5.4492 3.4633 -4.3456
13 O -6.2622 1.7639 -3.3046
14 H -3.5314 -0.8031 -0.7147
15 H -4.6967 0.5177 -1.9963
16 H -3.1684 4.0397 -3.8466
17 H -0.9579 3.6578 -2.7948
18 C 1.0232 2.6443 1.7123
19 N 1.5287 1.3239 1.2815
20 C 2.6277 1.5126 0.3089
21 C 2.0136 0.5264 2.4498
22 C 0.8128 0.0033 3.1744
23 C 0.7263 -0.1933 4.5419
24 C -0.4299 -0.7417 5.0857
25 C -1.4847 -1.0795 4.2508
26 C -1.4028 -0.8684 2.8784
27 C -0.2552 -0.3144 2.3169
28 H 1.8558 3.2390 2.1058
29 H 0.2701 2.5061 2.4845
30 H 0.5776 3.1422 0.8541
31 H 3.4603 2.0269 0.8017
32 H 2.2554 2.1245 -0.5122
33 H 2.9273 0.5312 -0.0574
34 H 2.6962 1.1325 3.0565
35 H 2.5559 -0.3139 2.0102
36 H 1.5610 0.0686 5.1840
37 H -0.5045 -0.9064 6.1535
38 H -2.3857 -1.5110 4.6719
39 H -2.2363 -1.1391 2.2423
40 F 3.2415 -5.5726 -3.4319
41 C 2.9821 -4.5596 -2.5734
42 C 1.9987 -4.6794 -1.6052
43 F 1.2974 -5.8271 -1.5235
44 C 1.7325 -3.6467 -0.7313
45 F 0.7645 -3.8291 0.1885
46 C 2.4354 -2.4104 -0.7435
47 O 2.2068 -1.4642 0.0719
48 C 3.4231 -2.3439 -1.7620
49 F 4.1540 -1.2090 -1.8701
50 C 3.6916 -3.3736 -2.6383
51 F 4.6534 -3.2322 -3.5723

Cartesian forces (eV/Å) of the 2 atoms listed first:
-0.7719 0.9273 -0.2238
-0.2969 0.1106 0.4985

# 4
Formula: C22H16InN6O11S
Source: the Open Molecules 2025 dataset
Level of theory: ωB97M-V/def2-TZVPD

The total energy is -2592.70875 a.u. As for the spin multiplicity: 1. The energy relative to the best compared isomer or geometry (same formula, charge and spin) is 0.433 eV. Its net charge is -1.

Atoms and positions in Å:
1 In 2.1592 0.6440 0.8606
2 O 3.9799 0.4274 4.4097
3 C 3.6127 0.4888 3.2600
4 O 2.3549 0.4777 2.9064
5 C 4.6801 0.5088 2.1098
6 O 5.8545 0.4623 2.3931
7 O 4.2281 0.5233 0.8885
8 O 2.2346 4.6319 -3.6054
9 C 2.3604 3.4367 -4.1194
10 O 2.5078 3.2358 -5.3008
11 C 2.3042 2.2665 -3.1844
12 C 2.3304 0.9615 -3.6431
13 N 2.2556 0.1573 -2.5762
14 N 2.1832 0.8611 -1.4497
15 C 2.2124 2.1412 -1.7787
16 C 2.1249 3.1803 -0.6890
17 O 2.0743 4.3587 -1.0263
18 O 2.0703 2.7549 0.5000
19 H 2.1489 4.6381 -2.5984
20 H 2.3992 0.6066 -4.6507
21 H 2.2298 -0.8514 -2.5595
22 C 2.1477 -6.0486 0.6422
23 C 2.2238 -4.5617 0.7152
24 C 1.6807 -3.8507 1.7791
25 C 1.7370 -2.4691 1.7749
26 N 2.2564 -1.7762 0.7707
27 C 2.8399 -2.4387 -0.2196
28 C 2.8443 -3.8181 -0.2879
29 H 1.5082 -6.4426 1.4259
30 H 3.1353 -6.4914 0.7518
31 H 1.7600 -6.3551 -0.3268
32 H 1.2165 -4.3697 2.6029
33 H 1.3948 -1.8880 2.6213
34 H 3.3550 -1.8285 -0.9521
35 H 3.3294 -4.3217 -1.1087
36 O -8.0833 2.6739 -1.6059
37 S -6.9723 3.1671 -0.8150
38 O -5.8674 3.7075 -1.5807
39 O -7.3299 3.9110 0.3843
40 C -6.2673 1.6611 -0.0074
41 N -7.0978 0.7378 0.4461
42 C -6.5578 -0.2819 1.0901
43 C -5.1855 -0.4782 1.1436
44 C -4.3931 0.5666 0.6526
45 N -4.9661 1.6640 0.1523
46 C -2.9336 0.5556 0.6698
47 C -2.2088 1.5145 -0.0523
48 C -0.8317 1.4962 -0.0250
49 N -0.1293 0.5823 0.6539
50 C -0.8095 -0.3187 1.3611
51 C -2.1830 -0.3688 1.4037
52 H -7.2494 -0.9889 1.5320
53 H -4.7638 -1.3970 1.5174
54 H -2.7567 2.2633 -0.6042
55 H -0.2642 2.2385 -0.5692
56 H -0.2193 -1.0342 1.9093
57 H -2.6620 -1.1213 2.0083

Cartesian forces (eV/Å) of the 2 atoms listed first:
-0.1856 0.0273 -0.1538
-0.0589 0.0437 -0.2756

Taking the records one at a time from the top gives Kohn-Sham gap values of 4.997 7.141 6.027 6.531 eV.
Taking the records one at a time from the top gives LUMO level values of -9.1 2.2 1.8 0.7 eV.